Density functional theory data (the ωB97M-V functional and the def2-TZVPD basis) for a structure of composition C29H71Cr2N6O17.

Last column: Mulliken charge in e.
Positions of all 125 atoms, in Å:
Cr1 1.65 3.14 -2.85  0.72
Cr2 0.51 -1.38 -4.35  0.60
C1 0.96 -0.32 -0.11  -0.35
C2 0.66 0.26 -1.51  0.06
O1 0.17 -0.53 -2.32  -0.21
O2 0.96 1.46 -1.73  -0.11
H1 1.40 -1.31 -0.21  0.39
H2 0.00 -0.60 0.31  -0.18
H3 1.65 0.26 0.51  0.06
N1 3.28 0.40 -4.25  0.29
O3 2.96 1.56 -3.95  -0.11
O4 2.50 -0.52 -4.16  -0.38
O5 4.46 0.22 -4.46  -0.58
N2 -0.66 1.61 -5.03  0.42
O6 -1.66 1.98 -5.63  -0.56
O7 0.10 2.45 -4.53  -0.43
O8 -0.48 0.41 -4.85  -0.33
C3 -3.06 -1.58 -0.05  -0.01
C4 -3.88 -0.31 -0.36  1.36
C5 -4.18 0.18 -1.78  -1.29
O9 -5.14 -0.56 0.26  -0.63
H4 -2.03 -1.43 -0.38  -0.72
H5 -3.41 -2.49 -0.53  0.37
H6 -2.87 -1.73 1.02  0.27
H7 -3.47 0.54 0.18  -0.39
H8 -4.77 -0.53 -2.36  0.36
H9 -3.23 0.32 -2.30  0.05
H10 -4.66 1.14 -1.92  0.47
H11 -5.03 -0.66 1.21  0.30
C6 2.44 -3.47 -2.49  -0.97
O10 1.15 -3.00 -2.84  0.44
C7 0.14 -4.02 -2.76  -1.15
C8 -1.26 -3.46 -2.96  -0.02
N3 -1.25 -2.72 -4.19  0.35
C9 -2.50 -2.10 -4.48  -0.40
C10 -3.54 -3.03 -5.09  -0.87
O11 -3.09 -3.35 -6.37  -0.33
C11 -3.78 -4.45 -6.98  -0.77
H12 3.03 -2.57 -2.31  0.21
H13 2.84 -4.21 -3.18  0.30
H14 2.36 -3.98 -1.53  0.37
H15 0.20 -4.46 -1.77  0.48
H16 0.49 -4.81 -3.43  0.51
H17 -1.61 -2.92 -2.08  -0.38
H18 -2.01 -4.25 -2.94  0.66
H19 -1.17 -3.41 -4.93  0.34
H20 -2.27 -1.49 -5.35  0.42
H21 -2.83 -1.39 -3.72  -0.14
H22 -4.53 -2.57 -5.17  0.58
H23 -3.74 -3.91 -4.49  0.42
H24 -3.49 -4.45 -8.03  0.23
H25 -4.84 -4.25 -6.82  0.33
H26 -3.37 -5.37 -6.55  0.31
C12 -6.35 -1.33 3.20  -0.89
O12 -4.91 -1.38 3.19  -0.35
C13 -4.34 -1.29 4.52  -0.61
C14 -4.22 0.22 4.91  -0.96
N4 -3.22 0.93 4.11  0.41
C15 -3.20 2.33 4.43  -0.54
C16 -2.60 3.17 3.22  -0.77
O13 -1.18 3.01 3.01  -0.46
C17 -0.73 2.10 2.06  -0.15
H27 -6.75 -0.34 2.97  0.32
H28 -6.84 -1.77 4.07  0.37
H29 -6.68 -1.91 2.34  0.29
H30 -3.35 -1.74 4.46  0.17
H31 -4.93 -1.86 5.24  0.42
H32 -4.07 0.25 5.99  0.41
H33 -5.19 0.62 4.60  0.62
H34 -3.30 0.77 3.11  -0.23
H35 -2.59 2.53 5.31  0.26
H36 -4.24 2.63 4.58  0.43
H37 -2.67 4.18 3.61  0.38
H38 -3.15 3.19 2.27  0.33
H39 0.33 2.32 1.97  0.06
H40 -1.38 2.18 1.19  0.37
H41 -0.92 1.13 2.51  -0.03
C18 3.97 2.25 2.51  -0.54
O14 3.79 2.48 1.13  -0.21
C19 4.92 2.53 0.27  -0.71
C20 4.29 2.49 -1.15  -0.58
N5 3.37 3.60 -1.38  0.70
C21 3.99 4.83 -1.98  -0.68
C22 4.12 4.66 -3.56  -0.64
O15 2.91 4.35 -4.22  -0.15
C23 2.92 4.17 -5.65  -0.66
H42 4.45 1.29 2.34  -0.04
H43 3.01 2.10 2.99  0.23
H44 4.65 2.78 3.18  0.29
H45 5.68 1.80 0.53  0.52
H46 5.44 3.49 0.28  0.25
H47 3.83 1.50 -1.14  -0.06
H48 5.10 2.34 -1.87  0.45
H49 3.18 3.89 -0.44  0.04
H50 4.99 4.78 -1.57  0.37
H51 3.58 5.81 -1.73  0.45
H52 4.78 3.82 -3.77  0.34
H53 4.61 5.52 -4.02  0.51
H54 1.98 3.67 -5.90  0.15
H55 3.84 3.63 -5.85  0.33
H56 2.89 5.12 -6.19  0.27
C24 6.07 -1.07 2.80  -0.63
O16 5.46 -1.41 4.03  -0.47
C25 4.28 -0.82 4.45  -0.76
C26 3.03 -1.22 3.58  -0.17
N6 1.93 -0.61 4.30  -0.08
C27 0.66 -1.26 3.88  0.14
C28 -0.44 -0.63 4.73  0.03
O17 -0.32 -1.10 6.06  -0.40
C29 -1.20 -0.61 7.00  -0.56
H57 7.06 -1.49 2.63  0.37
H58 6.21 0.00 2.68  0.24
H59 5.52 -1.44 1.94  0.25
H60 4.38 0.27 4.52  0.31
H61 4.09 -1.11 5.49  0.45
H62 3.08 -2.31 3.61  0.49
H63 3.09 -0.85 2.56  -0.10
H64 2.03 -0.50 5.30  0.26
H65 0.63 -2.35 3.84  0.40
H66 0.48 -0.98 2.84  -0.39
H67 -1.35 -0.92 4.21  -0.34
H68 -0.31 0.45 4.68  0.46
H69 -2.12 -0.21 6.57  0.05
H70 -0.76 0.29 7.42  0.35
H71 -1.40 -1.30 7.82  0.27

Calculated values
**E_LUMO (spin up / spin down)**: -2.515 / -2.450 eV
**Multiplicity**: 9
**HOMO energy (spin up / spin down)**: -0.38168 / -0.38168 Eh
**Total charge**: +1
**HOMO-LUMO gap (spin up / spin down)**: 0.2892 / 0.2916 Ha
**Total energy**: -4843.468250 Ha
**Max |F|**: 4.13 eV/Å